Record 1
# C10H12FN4

2 unconnected molecules or ions with the total composition C10H12FN4 (ωB97M-V/def2-TZVPD, OMol25).

The HOMO energy comes out at -12.9 eV. Its HOMO-LUMO gap is 0.3316 Ha. Its net charge is +1. For the calculated total energy, the calculation gives -19235.72843 eV.

Each line ends with the natural charge from an NBO analysis.
Element x y z (Å)
N1 3.100 1.419 1.450  -0.729
C1 2.489 0.735 0.452  0.488
H1 3.743 2.149 1.338  0.430
C2 3.018 0.729 -0.840  -0.339
C3 -3.229 0.516 -1.181  -0.138
C4 -2.484 0.144 1.009  0.054
C5 0.239 -2.093 0.296  -0.667
C6 -1.222 1.414 -0.373  0.568
N2 1.348 -0.818 -1.463  -0.455
N3 1.424 -0.044 0.717  -0.557
H2 -0.381 -1.896 1.101  0.246
H3 1.041 -2.639 0.656  0.251
H4 -3.891 0.259 -2.006  0.241
H5 0.799 0.221 1.563  0.475
H6 -2.588 -0.398 1.969  0.203
H7 3.847 1.478 -0.871  0.252
C7 -3.444 -0.005 0.058  -0.256
C8 2.241 0.112 -1.789  0.152
H8 -0.126 -2.642 -0.593  0.267
F1 -0.006 1.925 -0.581  -0.325
C9 -2.096 1.228 -1.406  -0.299
H9 -1.806 1.573 -2.425  0.247
N4 -1.364 0.751 0.801  -0.515
C10 1.011 -0.965 -0.245  0.544
H10 2.429 0.140 -2.847  0.231
H11 2.705 1.186 2.268  0.392
H12 -4.389 -0.401 0.362  0.239

***

Record 2
# C10H12N

A gas-phase ion, C10H12N (charge +1) (ωB97M-V/def2-TZVPD, OMol25).

The HOMO energy (spin up / spin down) comes out at -10.3 / -11.9 eV. Its HOMO-LUMO gap (spin up / spin down) is 0.2405 / 0.2397 Ha. Its net charge is +1. The expectation value of S² is 2.037. As for the spin multiplicity: 3. For the calculated total energy, the calculation gives -12041.72700 eV.

Each line ends with the Mulliken spin population.
Element x y z (Å)
H1 2.378 -0.866 2.270  0.037
C1 -0.608 -0.262 -0.418  0.008
C2 2.998 -0.422 1.468  0.017
N1 -0.640 -2.460 0.715  0.004
H2 3.784 -0.892 0.839  0.007
H3 0.151 -3.082 0.985  0.007
H4 3.538 0.335 1.914  0.039
C3 1.436 1.139 0.002  -0.047
C4 -2.533 0.967 -1.253  -0.038
H5 -2.430 3.196 -1.601  0.000
C5 -0.566 2.212 -0.858  -0.055
H6 1.716 2.102 -0.322  0.070
H7 -2.482 -1.128 -0.728  0.005
H8 -1.138 -1.998 1.645  0.013
H9 0.913 -1.809 -0.617  -0.006
C6 2.045 0.262 0.660  0.838
C7 0.029 1.044 -0.428  0.188
C8 -1.924 -0.251 -0.839  0.102
H10 -0.104 3.218 -0.705  -0.004
H11 -3.541 0.859 -1.520  -0.002
C9 -1.846 2.169 -1.401  0.108
H12 -1.305 -2.918 0.181  0.021
C10 0.130 -1.416 0.011  0.688

***

Record 3
# C10H12N2

A single C10H12N2 molecule (ωB97M-V/def2-TZVPD, OMol25).

The HOMO energy comes out at -8.7 eV. Its HOMO-LUMO gap is 0.3482 Ha. As for the SMILES: C[C@@H](C1C=CC=C1)n1ccnc1. For the calculated total energy, the calculation gives -13542.18217 eV.

Each line ends with the natural charge from an NBO analysis.
Element x y z (Å)
N1 -1.648 -0.091 -0.233  -0.353
H1 2.747 1.154 0.190  0.219
H2 0.059 0.197 -1.487  0.218
H3 -2.246 0.617 1.828  0.229
H4 -0.648 1.960 0.624  0.203
C1 0.898 -1.750 0.308  -0.155
H5 0.843 2.250 -0.122  0.222
C2 -0.299 0.380 -0.532  -0.021
H6 -4.176 -0.855 1.483  0.196
H7 -2.308 -1.237 -2.089  0.221
C3 2.211 0.185 0.071  -0.214
C4 -0.145 1.856 -0.251  -0.597
C5 2.150 -2.078 -0.077  -0.260
H8 -0.035 -2.389 0.476  0.227
C6 -2.409 -0.865 -1.077  0.163
C7 -2.377 0.084 0.929  -0.123
H9 -0.589 2.356 -1.145  0.212
N2 -3.502 -1.236 -0.496  -0.458
C8 -3.459 -0.695 0.790  -0.088
H10 0.446 -0.060 1.463  0.244
H11 2.411 -3.057 -0.250  0.212
C9 2.967 -0.917 -0.170  -0.196
H12 3.972 -1.062 -0.381  0.213
C10 0.785 -0.210 0.357  -0.311

***

Record 4
# C10H12N2OS

A single C10H12N2OS molecule (ωB97M-V/def2-TZVPD, OMol25).

The HOMO energy comes out at -7.7 eV. Its HOMO-LUMO gap is 0.3082 Ha. For the calculated total energy, the calculation gives -26425.05603 eV.

Each line ends with the natural charge from an NBO analysis.
Element x y z (Å)
H1 -0.459 2.085 2.187  0.391
C1 -1.827 -0.727 -0.317  -0.219
C2 3.270 -1.410 -0.722  -0.273
S1 1.552 1.937 0.904  1.403
N1 -0.082 1.460 1.487  -0.831
H2 3.933 0.381 0.030  0.224
H3 -1.834 -1.734 0.186  0.210
N2 -0.594 0.058 -0.292  -0.425
H4 4.215 -1.974 -0.808  0.217
H5 -0.718 2.069 -0.545  0.185
C3 0.642 -0.429 -0.349  0.209
C4 1.825 0.336 0.011  -0.325
H6 2.385 -3.077 -1.613  0.208
C5 -0.909 1.331 0.256  0.101
H7 -3.609 0.430 -0.922  0.215
C6 0.925 -1.608 -1.062  -0.286
C7 3.041 -0.176 -0.196  -0.144
H8 -1.967 -1.130 -1.389  0.192
H9 -3.782 -0.316 0.683  0.230
C8 -3.038 0.143 0.010  -0.429
H10 0.222 -2.383 -1.412  0.217
H11 -2.556 1.304 1.890  0.212
C9 2.178 -2.114 -1.213  -0.167
C10 -2.444 1.334 0.715  -0.398
O1 2.585 1.940 1.890  -0.941
H12 -2.953 2.269 0.589  0.225

***

Record 5
# C10H12N3

A gas-phase ion, C10H12N3 (charge +1) (ωB97M-V/def2-TZVPD, OMol25).

The HOMO energy (spin up / spin down) comes out at -13.2 / -13.2 eV. Its HOMO-LUMO gap (spin up / spin down) is 0.2837 / 0.2837 Ha. Its net charge is +1. As for the SMILES: C=NC[C@H]1C[N+](c2ccccc2)=N1. For the calculated total energy, the calculation gives -15023.59105 eV.

Each line ends with the natural charge from an NBO analysis.
Element x y z (Å)
H1 -0.320 -1.628 0.538  0.306
H2 -0.504 -0.678 3.041  0.244
C1 0.455 -1.124 2.746  -0.309
N1 0.264 0.372 -0.051  0.015
H3 0.490 -3.116 4.322  0.156
H4 2.241 -0.520 1.541  0.260
C2 -1.144 2.492 -3.299  -0.107
H5 -1.407 3.178 -4.070  0.236
H6 0.253 3.011 -0.316  0.246
C3 -0.282 1.019 -1.118  0.037
N2 0.203 -2.540 2.431  -0.439
H7 1.187 -1.280 3.552  0.230
C4 0.619 -1.000 0.103  -0.282
H8 -0.835 4.155 -2.387  0.239
H9 0.145 -4.516 3.045  0.210
C5 -0.176 2.480 -1.146  -0.119
C6 0.344 -3.435 3.298  -0.009
C7 -0.788 3.143 -2.166  -0.214
H10 -0.593 -0.764 -2.343  0.242
N3 0.586 0.774 1.111  0.002
C8 1.053 -0.524 1.551  -0.093
H11 -1.266 0.580 -4.260  0.239
C9 -1.182 1.108 -3.349  -0.205
H12 1.334 -1.528 -0.468  0.262
C10 -0.676 0.342 -2.305  -0.145

***

Record 6
# C10H12N3OS

A gas-phase ion, C10H12N3OS (charge +1) (ωB97M-V/def2-TZVPD, OMol25).

The HOMO energy comes out at -13.2 eV. Its HOMO-LUMO gap is 0.3547 Ha. Its net charge is +1. For the calculated total energy, the calculation gives -27908.71436 eV.

Each line ends with the natural charge from an NBO analysis.
Element x y z (Å)
H1 -0.784 -1.493 3.675  0.207
H2 2.799 2.436 -0.176  0.501
H3 -1.142 -0.874 -1.344  0.289
C1 1.096 -2.471 -0.769  -0.697
C2 0.292 1.533 0.333  0.128
N1 -2.438 -1.014 2.560  -0.355
C3 -0.172 -0.473 -1.695  -0.670
C4 -1.149 -0.856 2.962  0.036
H4 0.594 -3.274 -1.350  0.260
H5 2.214 -2.747 -0.847  0.282
S1 -0.051 1.277 -1.589  0.452
H6 -2.396 1.134 0.134  0.224
O1 2.502 1.809 -0.755  -0.626
C5 0.918 -1.070 -0.944  0.365
N2 1.686 -0.335 -0.296  -0.421
C6 -2.812 -0.347 1.498  0.050
C7 -0.650 0.649 1.193  -0.036
H7 -3.889 -0.380 1.109  0.217
H8 0.729 -2.640 0.368  0.269
N3 0.329 2.853 0.662  -0.780
H9 -0.210 -0.849 -2.703  0.291
C8 -1.966 0.498 0.853  -0.270
H10 0.941 3.517 0.355  0.399
H11 0.694 -0.097 2.869  0.244
C9 -0.256 -0.048 2.368  -0.239
C10 1.521 1.027 -0.335  0.472
H12 -0.534 3.267 0.906  0.408

***

Record 7
# C10H12O

A molecular structure, C10H12O (ωB97M-V/def2-TZVPD, OMol25).

The HOMO energy comes out at -8.8 eV. Its HOMO-LUMO gap is 0.3561 Ha. For the calculated total energy, the calculation gives -12608.38490 eV.

Each line ends with the natural charge from an NBO analysis.
Element x y z (Å)
H1 0.189 -2.521 -1.069  0.223
C1 1.950 -1.479 -0.164  -0.442
H2 2.241 1.466 -0.986  0.452
H3 -1.527 3.045 -0.447  0.211
C2 1.857 -0.045 0.430  0.079
C3 -1.739 -0.266 0.006  -0.010
H4 2.041 -1.006 -1.191  0.225
H5 1.984 -0.006 1.594  0.184
H6 2.794 -2.085 0.220  0.240
C4 -2.694 -1.480 -0.109  -0.647
C5 -2.168 1.050 0.072  -0.218
H7 -3.844 -1.260 0.230  0.231
C6 0.094 1.896 0.078  -0.229
O1 2.911 0.812 -0.186  -0.721
H8 -3.298 1.261 0.336  0.223
C7 -1.229 2.066 -0.146  -0.195
C8 -0.369 -0.551 0.036  -0.035
H9 0.111 -2.478 1.001  0.229
C9 0.472 -1.925 -0.004  -0.428
C10 0.500 0.500 0.189  -0.044
H10 -2.470 -1.832 -1.217  0.238
H11 0.786 2.648 -0.004  0.215
H12 -2.340 -2.326 0.690  0.218

***

Record 8
# C10H12O5

A single C10H12O5 molecule (ωB97M-V/def2-TZVPD, OMol25).

The HOMO energy comes out at -9.1 eV. Its HOMO-LUMO gap is 0.3550 Ha. As for the SMILES: CO[C@@]1(O)[C@H](O)O[C@]1(O)c1ccccc1. For the calculated total energy, the calculation gives -20799.15855 eV.

Each line ends with the natural charge from an NBO analysis.
Element x y z (Å)
H1 -0.972 2.685 -0.124  0.216
C1 -1.562 -0.635 -0.721  -0.188
H2 2.393 -2.377 1.219  0.163
H3 1.298 -2.285 -0.113  0.179
O1 1.236 1.745 -1.343  -0.538
H4 -3.363 -1.715 -0.148  0.216
C2 2.176 1.683 -0.270  0.354
H5 0.909 -0.342 1.865  0.468
O2 1.103 0.511 1.558  -0.680
C3 -1.429 1.709 -0.240  -0.173
H6 1.581 -0.227 -2.564  0.499
O3 2.009 2.712 0.604  -0.697
H7 1.172 3.147 0.413  0.481
C4 2.264 -2.039 0.119  -0.244
H8 -4.448 0.254 0.636  0.218
C5 -3.458 0.471 0.199  -0.208
C6 0.573 0.493 -1.022  0.480
H9 2.876 -2.535 -0.505  0.191
H10 3.161 1.737 -0.521  0.155
O4 0.798 -0.295 -2.088  -0.714
O5 2.641 -0.651 0.082  -0.518
C7 1.627 0.291 0.258  0.427
C8 -2.803 1.740 0.071  -0.210
C9 -2.833 -0.691 -0.258  -0.218
H11 -3.349 2.645 0.537  0.225
H12 -1.164 -1.644 -1.019  0.224
C10 -0.846 0.543 -0.736  -0.107

***

The energy above the lowest of the compared OMol25 structures with the same formula, charge and spin results, record by record, are as follows: 0.00; 45.98; 60.40; 44.42; 80.27; 36.54; 85.11; 57.33 kcal per mole.
The strongest force on any atom results, record by record, are as follows: 4.229; 5.095; 3.741; 4.724; 6.087; 5.050; 5.844; 5.372 eV Å⁻¹.